[1]
The following is a quantum chemistry calculation of a molecular structure, C25H19BeBrN7O2S, from OMol25.

Last column: Mulliken charge in e.
Element x y z (Å)
Be 0.92 1.35 -1.54  -0.07
C 0.59 0.97 -4.30  -1.02
O 0.10 1.25 -2.98  0.16
C -1.20 0.85 -2.66  0.59
C -2.10 0.26 -3.51  -0.32
C -3.35 -0.07 -2.99  -0.51
Br -4.61 -0.89 -4.13  -0.15
C -3.67 0.16 -1.67  -0.85
C -2.75 0.75 -0.80  0.33
C -1.52 1.09 -1.33  0.67
O -0.46 1.68 -0.61  -0.57
C -3.16 0.96 0.59  0.10
N -4.39 0.76 0.98  -0.64
C -4.44 1.07 2.31  0.59
C -5.50 1.02 3.22  -0.79
C -5.25 1.41 4.52  -0.50
C -3.98 1.85 4.93  -0.48
C -2.91 1.90 4.05  -0.96
C -3.17 1.49 2.75  0.64
N -2.36 1.42 1.63  0.07
H 0.64 -0.10 -4.47  0.42
H 1.59 1.40 -4.35  0.27
H -0.04 1.45 -5.04  0.43
H -1.87 0.07 -4.55  0.54
H -4.64 -0.10 -1.27  0.68
H -0.77 2.42 -0.06  0.43
H -6.48 0.69 2.90  0.45
H -6.04 1.37 5.25  0.39
H -3.84 2.16 5.95  0.39
H -1.94 2.24 4.36  0.39
H -1.36 1.42 1.69  0.26
N 3.84 -0.15 -1.74  -0.32
C 3.02 -1.04 -1.16  0.54
S 1.35 -0.71 -1.03  -0.38
N 3.57 -2.19 -0.79  -0.12
C 3.07 -3.33 -0.08  0.77
C 3.75 -4.53 -0.32  -0.53
C 3.37 -5.68 0.34  -0.60
C 2.32 -5.66 1.24  -0.47
C 1.67 -4.46 1.49  -0.73
C 2.04 -3.30 0.84  -0.25
H 3.50 0.78 -1.93  0.11
H 4.84 -0.27 -1.71  0.23
H 4.52 -2.33 -1.11  0.23
H 4.58 -4.56 -1.02  0.31
H 3.90 -6.61 0.15  0.37
H 2.02 -6.56 1.75  0.39
H 0.86 -4.43 2.22  0.37
H 1.54 -2.38 1.09  0.43
N 2.16 2.33 -1.33  -0.67
C 2.76 2.98 -0.56  1.17
C 3.46 3.64 0.37  -0.11
C 3.46 5.05 0.51  0.01
N 3.44 6.20 0.63  -0.38
C 4.18 2.81 1.29  0.09
N 4.73 2.09 2.00  -0.41

Properties
frontier orbital gap = 7.94 eV
highest occupied orbital energy = -11.0880 eV
net charge = +1
spin multiplicity = 1

=====

[2]
The following is a quantum chemistry calculation of a single C25H19ClO3 molecule, from OMol25.

Last column: Mulliken charge in e.
Element x y z (Å)
C 3.79 -1.75 -3.73  -1.45
C 3.17 -0.60 -3.00  0.98
C 2.70 0.52 -3.69  -0.60
C 2.11 1.57 -3.00  -1.02
C 1.94 1.51 -1.63  -0.29
C 2.39 0.39 -0.93  0.67
C 2.22 0.23 0.53  -0.35
O 3.06 -0.29 1.23  -0.61
C 0.87 0.65 1.09  -0.68
C -0.09 -0.55 0.98  -0.17
C -0.17 -1.05 -0.44  -0.31
C -0.70 -0.27 -1.46  0.06
C -0.71 -0.74 -2.77  -0.92
C -0.19 -1.99 -3.06  -0.47
C 0.32 -2.78 -2.05  -0.89
C 0.33 -2.31 -0.75  -0.12
C -1.44 -0.19 1.59  1.18
Cl -2.76 -1.24 0.93  -0.16
C -1.54 -0.47 3.10  -0.18
O -0.95 -1.35 3.68  -0.61
C -2.47 0.53 3.65  0.20
C -3.02 0.61 4.91  -0.56
C -3.86 1.67 5.20  -0.49
C -4.15 2.64 4.23  -0.53
C -3.59 2.56 2.96  -0.39
C -2.75 1.50 2.68  -0.05
C -2.03 1.22 1.43  0.45
O -1.92 1.94 0.47  -0.64
C 3.03 -0.64 -1.62  -0.57
H 4.60 -2.18 -3.15  0.37
H 4.18 -1.44 -4.70  0.41
H 3.04 -2.52 -3.89  0.25
H 2.81 0.56 -4.76  0.40
H 1.77 2.43 -3.55  0.41
H 1.49 2.34 -1.12  0.53
H 0.47 1.50 0.54  0.27
H 0.99 0.91 2.15  0.64
H 0.31 -1.36 1.60  0.72
H -1.10 0.70 -1.25  0.51
H -1.12 -0.12 -3.55  0.42
H -0.20 -2.35 -4.08  0.45
H 0.72 -3.76 -2.27  0.44
H 0.74 -2.93 0.04  0.43
H -2.79 -0.14 5.65  0.50
H -4.31 1.75 6.18  0.40
H -4.81 3.45 4.48  0.41
H -3.81 3.31 2.21  0.50
H 3.39 -1.49 -1.06  0.45

Properties
frontier orbital gap = 8.10 eV
highest occupied orbital energy = -8.7289 eV
net charge = 0
spin multiplicity = 1

=====

[3]
The following is a quantum chemistry calculation of a molecular structure, C25H20AuN4O5PS2, from OMol25.

Last column: Mulliken charge in e.
Element x y z (Å)
Au -0.42 -0.29 -1.96  0.48
N 3.50 1.39 -2.33  -0.09
C 3.95 0.09 -2.22  -0.73
C 2.85 -0.69 -2.20  -0.56
N 1.73 0.11 -2.30  -0.01
C 2.15 1.35 -2.37  0.23
C 1.22 2.47 -2.52  0.31
N -0.05 2.26 -2.73  -0.17
C -0.63 3.50 -2.82  -0.54
C 0.32 4.46 -2.66  -0.46
N 1.51 3.79 -2.48  -0.05
H 4.07 2.21 -2.40  0.18
H 5.00 -0.15 -2.18  0.43
H 2.76 -1.77 -2.12  0.53
H -1.69 3.62 -2.99  0.48
H 0.27 5.54 -2.67  0.44
H 2.40 4.22 -2.29  0.19
O -4.26 -1.38 -1.77  -0.60
C -3.33 -0.81 -1.26  0.45
O -2.46 -0.11 -1.97  -0.62
C -3.25 -0.74 0.27  0.58
C -4.47 -0.93 0.91  -0.78
C -4.59 -0.83 2.28  -0.54
C -3.48 -0.53 3.06  -0.75
C -2.26 -0.36 2.45  -0.36
C -2.13 -0.46 1.06  0.15
P -0.45 -0.29 0.44  1.59
C 0.55 -1.60 1.16  1.03
C 1.94 -1.52 1.07  -0.62
C 2.72 -2.60 1.47  -1.03
C 2.11 -3.77 1.92  -0.68
C 0.73 -3.85 1.98  -0.52
C -0.06 -2.77 1.61  -0.79
C 0.13 1.31 1.07  0.59
C 1.14 1.49 2.00  -0.24
C 1.52 2.77 2.40  -0.74
C 0.87 3.87 1.88  -0.58
C -0.16 3.71 0.96  -0.56
C -0.52 2.43 0.55  -0.77
H -5.32 -1.17 0.28  0.53
H -5.56 -0.97 2.74  0.41
H -3.57 -0.45 4.14  0.43
H -1.39 -0.15 3.05  0.40
H 2.42 -0.64 0.68  0.53
H 3.80 -2.54 1.40  0.41
H 2.71 -4.62 2.19  0.39
H 0.25 -4.77 2.28  0.38
H -1.13 -2.86 1.62  0.27
H 1.64 0.63 2.44  0.52
H 2.30 2.89 3.13  0.45
H 1.15 4.87 2.20  0.41
H -0.69 4.56 0.56  0.48
H -1.32 2.30 -0.17  0.38
O -0.17 -5.51 -2.46  -0.59
S -1.07 -4.64 -1.73  0.93
O -2.35 -4.39 -2.33  -0.54
O -1.08 -4.81 -0.29  -0.52
S 0.15 -2.88 -2.02  -0.14

Properties
frontier orbital gap (spin up / spin down) = 7.34 / 5.95 eV
highest occupied orbital energy (spin up / spin down) = -7.9741 / -7.7835 eV
net charge = 0
spin multiplicity = 3